1.
{"formula": "C32H32ClF9N2O29P", "method": "ωB97M-V with the def2-TZVPD basis set", "total_charge": 1, "e_homo_ev": -12.142, "homo_lumo_gap_ha": 0.2318, "e_lumo_ev": -5.83, "symbols": ["N", "P", "O", "O", "C", "C", "C", "O", "O", "Cl", "C", "C", "N", "C", "C", "C", "O", "F", "H", "H", "H", "H", "H", "H", "H", "H", "C", "C", "O", "C", "O", "O", "F", "H", "H", "H", "C", "C", "O", "C", "O", "O", "F", "H", "H", "H", "C", "C", "O", "C", "O", "O", "F", "H", "H", "H", "C", "C", "O", "C", "O", "O", "F", "H", "H", "H", "C", "C", "O", "C", "O", "O", "F", "H", "H", "H", "C", "C", "O", "C", "O", "O", "F", "H", "H", "H", "C", "C", "O", "C", "O", "O", "F", "H", "H", "H", "C", "C", "O", "C", "O", "O", "F", "H", "H", "H"], "coordinates": [[-0.275, 0.116, 3.294], [-0.757, 1.423, 2.409], [-0.545, 2.803, 3.450], [0.228, 1.692, 0.991], [-2.546, 1.126, 1.808], [-3.855, 2.086, 2.202], [-3.686, 3.428, 3.128], [-3.406, 3.386, 4.451], [-3.855, 4.809, 2.566], [-2.630, 5.160, 1.462], [-5.397, 1.746, 1.659], [-5.533, 0.418, 0.690], [-4.321, -0.460, 0.314], [-2.896, -0.172, 0.812], [-1.637, -1.150, 0.330], [-2.117, -2.610, -0.241], [-2.481, -2.831, -1.512], [-2.147, -3.785, 0.676], [0.554, -0.318, 2.793], [0.383, 2.713, 3.867], [0.010, 2.652, 0.721], [-6.308, 2.465, 1.941], [-6.596, 0.150, 0.253], [-4.556, -1.261, -0.342], [-1.070, -0.602, -0.566], [-0.850, -1.347, 1.174], [-0.504, -3.808, -4.549], [0.025, -2.458, -4.202], [1.159, -2.326, -5.029], [0.883, -3.077, -6.132], [1.494, -2.998, -7.185], [-0.168, -3.926, -5.917], [0.431, -2.416, -2.913], [-0.018, -4.611, -3.985], [-1.585, -3.881, -4.404], [-0.673, -1.638, -4.401], [-6.382, 2.752, -3.319], [-6.551, 3.705, -2.186], [-5.445, 3.431, -1.357], [-4.470, 2.989, -2.200], [-3.290, 2.913, -1.903], [-4.977, 2.648, -3.425], [-7.680, 3.435, -1.492], [-6.805, 1.764, -3.108], [-6.818, 3.129, -4.248], [-6.538, 4.760, -2.480], [-0.909, -2.251, 6.340], [-0.076, -3.253, 5.616], [-0.042, -4.352, 6.498], [-1.214, -4.287, 7.191], [-1.673, -5.207, 7.846], [-1.815, -3.066, 7.056], [1.187, -2.800, 5.450], [-0.329, -1.647, 7.045], [-1.440, -1.581, 5.658], [-0.489, -3.568, 4.652], [3.769, 5.165, 1.242], [3.092, 3.858, 1.007], [1.727, 4.203, 0.931], [1.709, 5.478, 0.452], [0.719, 6.024, -0.006], [2.939, 6.070, 0.541], [3.264, 3.030, 2.061], [3.796, 5.444, 2.300], [4.788, 5.182, 0.848], [3.396, 3.355, 0.083], [4.369, -2.380, 2.614], [3.692, -3.687, 2.379], [2.327, -3.343, 2.304], [2.309, -2.067, 1.825], [1.319, -1.522, 1.367], [3.539, -1.475, 1.914], [3.864, -4.516, 3.434], [4.396, -2.102, 3.673], [5.388, -2.363, 2.220], [3.996, -4.190, 1.456], [7.127, 0.731, 1.112], [6.822, 1.241, 2.479], [6.787, 2.640, 2.309], [6.387, 2.830, 1.020], [5.977, 3.891, 0.581], [6.494, 1.684, 0.282], [7.822, 0.942, 3.339], [8.200, 0.716, 0.895], [6.720, -0.269, 0.942], [5.865, 0.896, 2.885], [1.412, -6.496, -0.996], [1.941, -5.147, -0.648], [3.075, -5.015, -1.475], [2.799, -5.766, -2.578], [3.410, -5.686, -3.631], [1.748, -6.615, -2.363], [2.346, -5.105, 0.640], [1.897, -7.299, -0.432], [0.330, -6.569, -0.850], [1.243, -4.326, -0.847], [-1.331, 3.638, -5.960], [-2.008, 2.331, -6.195], [-3.373, 2.676, -6.270], [-3.391, 3.951, -6.749], [-4.381, 4.497, -7.207], [-2.161, 4.543, -6.660], [-1.836, 1.503, -5.141], [-1.304, 3.917, -4.901], [-0.312, 3.655, -6.354], [-1.704, 1.828, -7.119]]}



2.
{"formula": "C32H32FIrN5O4S2", "method": "ωB97M-V with the def2-TZVPD basis set", "multiplicity": 2, "total_charge": 2, "e_homo_ev": [-12.244, -12.246], "homo_lumo_gap_ha": [0.2148, 0.1823], "e_lumo_ev": [-6.40, -7.29], "symbols": ["Ir", "C", "C", "N", "N", "C", "S", "S", "C", "C", "C", "C", "C", "C", "C", "C", "C", "C", "C", "C", "C", "O", "H", "H", "H", "H", "H", "H", "H", "H", "H", "H", "H", "H", "H", "H", "C", "C", "N", "C", "C", "C", "O", "O", "C", "O", "C", "C", "C", "F", "C", "C", "C", "N", "C", "C", "N", "C", "C", "H", "H", "H", "H", "H", "H", "H", "H", "H", "H", "H", "H", "H", "H", "H", "H", "H", "H"], "coordinates": [[-0.037, -2.532, -1.580], [3.405, -1.016, -3.715], [1.981, -1.218, -3.291], [1.753, -1.976, -2.243], [2.881, -2.270, -1.496], [2.680, -2.911, -0.400], [1.086, -3.330, 0.192], [3.999, -3.362, 0.623], [5.362, -3.631, -0.585], [5.281, -4.998, -1.213], [4.475, -5.240, -2.321], [4.346, -6.525, -2.832], [5.031, -7.579, -2.244], [5.869, -7.338, -1.166], [5.983, -6.054, -0.647], [0.913, -0.534, -3.973], [1.220, 0.614, -4.750], [0.236, 1.370, -5.312], [-1.116, 0.981, -5.188], [-1.449, -0.161, -4.524], [-0.451, -0.936, -3.901], [-0.793, -2.068, -3.333], [3.960, -1.939, -3.588], [3.893, -0.257, -3.099], [3.454, -0.720, -4.759], [6.253, -3.539, 0.034], [5.323, -2.815, -1.301], [3.955, -4.417, -2.803], [3.712, -6.702, -3.693], [4.913, -8.584, -2.627], [6.434, -8.150, -0.727], [6.628, -5.871, 0.206], [2.249, 0.926, -4.861], [0.495, 2.267, -5.858], [-1.894, 1.586, -5.637], [-2.471, -0.513, -4.465], [-5.799, 1.131, 2.054], [-4.718, 0.334, 2.766], [-3.552, 0.080, 1.888], [-3.571, -1.005, 1.117], [-2.588, -1.352, 0.224], [-2.842, -2.600, -0.572], [-3.979, -2.937, -0.781], [-1.772, -3.268, -0.910], [-1.475, -0.526, 0.069], [-0.487, -0.701, -0.747], [-1.459, 0.678, 0.879], [-0.393, 1.582, 0.772], [-0.388, 2.741, 1.479], [0.650, 3.577, 1.306], [-1.441, 3.091, 2.353], [-2.465, 2.176, 2.490], [-2.503, 0.979, 1.762], [-1.478, 4.291, 3.104], [-0.311, 5.183, 3.159], [-0.586, 6.292, 4.187], [-1.555, 5.757, 5.202], [-2.918, 5.586, 4.578], [-2.723, 5.058, 3.151], [-6.660, 1.260, 2.710], [-6.132, 0.603, 1.160], [-5.436, 2.115, 1.752], [-5.103, -0.636, 3.071], [-4.377, 0.834, 3.668], [-4.437, -1.650, 1.204], [0.426, 1.360, 0.100], [-3.260, 2.401, 3.187], [-0.084, 5.654, 2.202], [0.558, 4.606, 3.463], [-1.042, 7.169, 3.737], [0.331, 6.597, 4.682], [-1.608, 6.357, 6.025], [-1.222, 4.841, 5.501], [-3.418, 6.552, 4.574], [-3.485, 4.897, 5.198], [-2.684, 5.888, 2.438], [-3.573, 4.446, 2.875]]}



3.
{"formula": "C32H32FeNO", "method": "ωB97M-V with the def2-TZVPD basis set", "multiplicity": 5, "total_charge": -1, "e_homo_ev": [0.399, -5.113], "homo_lumo_gap_ha": [0.0781, 0.1862], "e_lumo_ev": [2.52, -0.04], "symbols": ["C", "N", "C", "C", "C", "C", "C", "C", "C", "C", "C", "C", "C", "C", "C", "H", "H", "H", "H", "H", "H", "H", "H", "H", "H", "H", "H", "H", "H", "H", "C", "O", "C", "C", "C", "C", "C", "C", "C", "C", "C", "C", "Fe", "C", "C", "C", "C", "C", "C", "C", "H", "H", "H", "H", "H", "H", "H", "H", "H", "H", "H", "H", "H", "H", "H", "H", "H"], "coordinates": [[5.094, -0.705, 3.893], [4.021, 0.015, 3.233], [4.229, 1.431, 2.994], [2.855, -0.582, 2.873], [2.528, -1.900, 3.306], [1.308, -2.454, 2.989], [0.356, -1.756, 2.184], [-0.916, -2.329, 1.922], [-2.077, -1.664, 1.514], [-3.366, -2.320, 1.371], [-4.340, -1.363, 1.061], [-3.695, -0.080, 0.947], [-2.315, -0.246, 1.216], [0.759, -0.505, 1.636], [1.934, 0.101, 2.028], [5.187, -1.717, 3.479], [6.024, -0.151, 3.717], [4.941, -0.783, 4.982], [3.326, 2.002, 3.257], [5.071, 1.764, 3.612], [4.470, 1.633, 1.935], [3.246, -2.457, 3.910], [1.036, -3.445, 3.357], [-1.034, -3.398, 2.128], [-3.496, -3.383, 1.555], [-5.405, -1.523, 0.947], [-4.197, 0.856, 0.701], [-1.581, 0.547, 1.297], [0.151, -0.033, 0.866], [2.163, 1.104, 1.662], [-3.308, 6.149, -0.270], [-1.908, 5.884, -0.531], [-1.549, 4.632, -0.912], [-0.195, 4.454, -1.284], [0.234, 3.234, -1.729], [-0.650, 2.113, -1.838], [-0.157, 0.961, -2.473], [-0.848, -0.264, -2.762], [-0.697, -1.088, -3.974], [-1.475, -2.302, -3.797], [-2.053, -2.280, -2.467], [-1.654, -1.048, -1.836], [-0.072, -2.088, -2.434], [1.518, -1.720, -1.300], [1.841, -1.730, -2.713], [1.447, -3.027, -3.251], [0.871, -3.803, -2.164], [0.915, -2.995, -0.966], [-1.995, 2.296, -1.390], [-2.439, 3.527, -0.942], [-3.315, 7.207, 0.005], [-3.924, 5.979, -1.168], [-3.681, 5.529, 0.560], [0.457, 5.323, -1.236], [1.268, 3.106, -2.042], [0.826, 1.056, -2.970], [-0.171, -0.746, -4.860], [-1.649, -3.067, -4.550], [-2.736, -3.012, -2.042], [-1.979, -0.662, -0.880], [1.789, -0.939, -0.601], [2.375, -0.943, -3.244], [1.629, -3.375, -4.267], [0.546, -4.838, -2.212], [0.649, -3.323, 0.035], [-2.711, 1.473, -1.436], [-3.476, 3.669, -0.629]]}



4.
{"formula": "C32H32N2O2", "method": "ωB97M-V with the def2-TZVPD basis set", "e_homo_ev": -6.249, "homo_lumo_gap_ha": 0.1636, "e_lumo_ev": -1.80, "symbols": ["C", "C", "C", "C", "C", "O", "O", "H", "H", "H", "H", "H", "H", "H", "C", "N", "C", "C", "C", "C", "C", "C", "C", "C", "C", "C", "C", "C", "C", "C", "C", "N", "C", "C", "C", "C", "C", "C", "C", "C", "C", "C", "C", "H", "H", "H", "H", "H", "H", "H", "H", "H", "H", "H", "H", "H", "H", "H", "H", "H", "H", "H", "H", "H", "H", "H", "H", "H"], "coordinates": [[-2.502, -5.620, -0.432], [-1.431, -4.532, -0.525], [-0.064, -5.002, -0.672], [1.079, -4.817, 0.151], [2.272, -5.677, -0.207], [1.123, -4.028, 1.129], [-1.801, -3.348, -0.555], [-2.060, -6.610, -0.268], [-3.188, -5.381, 0.391], [-3.091, -5.631, -1.360], [0.034, -5.803, -1.417], [2.015, -6.736, -0.079], [2.576, -5.535, -1.251], [3.109, -5.432, 0.448], [3.196, 1.358, -4.891], [3.618, 1.185, -3.499], [4.485, 2.190, -3.003], [4.132, 3.542, -3.179], [5.041, 4.549, -2.857], [6.324, 4.211, -2.409], [6.681, 2.870, -2.239], [5.755, 1.857, -2.504], [2.771, 0.461, -2.649], [3.294, -0.453, -1.708], [2.436, -1.169, -0.882], [1.042, -0.875, -0.851], [0.175, -1.494, 0.101], [-0.856, -0.823, 0.808], [-1.757, -1.579, 1.630], [-2.884, -1.006, 2.169], [-3.077, 0.387, 2.086], [-4.271, 0.927, 2.591], [-5.507, 0.651, 1.855], [-4.295, 2.010, 3.504], [-4.676, 3.297, 3.089], [-4.685, 4.345, 4.013], [-4.426, 4.095, 5.363], [-4.144, 2.795, 5.797], [-4.051, 1.759, 4.871], [-2.101, 1.186, 1.457], [-1.022, 0.595, 0.815], [0.538, 0.046, -1.813], [1.373, 0.640, -2.745], [2.795, 0.408, -5.245], [2.438, 2.138, -4.993], [4.067, 1.631, -5.493], [3.133, 3.791, -3.547], [4.747, 5.593, -2.960], [7.048, 5.000, -2.195], [7.683, 2.615, -1.893], [6.009, 0.807, -2.358], [4.375, -0.584, -1.689], [2.821, -1.925, -0.194], [0.386, -2.513, 0.413], [-1.546, -2.633, 1.768], [-3.604, -1.599, 2.742], [-6.359, 0.725, 2.544], [-5.652, 1.355, 1.018], [-5.447, -0.363, 1.455], [-4.904, 3.468, 2.032], [-4.899, 5.353, 3.665], [-4.446, 4.914, 6.079], [-3.987, 2.599, 6.857], [-3.800, 0.741, 5.188], [-2.224, 2.273, 1.458], [-0.259, 1.215, 0.356], [-0.530, 0.270, -1.788], [0.972, 1.322, -3.494]]}



Question: What is the formula in the third record?
Answer: C32H32FeNO



Question: Number 3 is which compound?
Answer: C32H32FeNO